w.
This record from OMol25 describes 2 unconnected molecules or ions with the total composition C2H7S2. The level of theory is ωB97M-V/def2-TZVPD.

As for the spin multiplicity: 1. For the HOMO energy, the calculation gives -2.2 eV. Its total charge is -1.

XYZ file:
```
11
C2H7S2 (ωB97M-V/def2-TZVPD)
C 1.136 0.000 0.330
S 2.595 -0.634 1.202
H 0.720 -0.787 -0.290
H 1.264 0.812 -0.379
H 0.392 0.359 1.037
H 3.335 0.472 1.098
C -1.871 -0.141 -0.621
S -2.342 1.604 -0.479
H -1.092 -0.232 -1.373
H -2.622 -0.916 -0.860
H -1.515 -0.536 0.336
```

=====

x.
This record from OMol25 describes 2 unconnected molecules or ions with the total composition C2H7S2. The level of theory is ωB97M-V/def2-TZVPD.

As for the spin multiplicity: 1. For the HOMO energy, the calculation gives -3.0 eV. Its total charge is -1.

XYZ file:
```
11
C2H7S2 (ωB97M-V/def2-TZVPD)
S -2.561 2.322 0.960
H -1.834 3.276 1.563
C 1.256 -1.319 -0.007
C 0.028 -0.605 -0.583
S 0.282 1.179 -0.731
H 2.028 -1.383 -0.791
H 1.657 -0.828 0.868
H 1.053 -2.373 0.204
H -0.845 -0.755 0.046
H -0.203 -1.077 -1.536
H -0.861 1.563 0.007
```

=====

y.
This record from OMol25 describes 2 unconnected molecules or ions with the total composition C2H7S2. The level of theory is ωB97M-V/def2-TZVPD.

As for the spin multiplicity: 1. For the HOMO energy, the calculation gives -2.6 eV. Its total charge is -1.

XYZ file:
```
11
C2H7S2 (ωB97M-V/def2-TZVPD)
S 1.976 -2.439 -0.647
H 2.751 -1.413 -0.037
C 0.183 1.465 0.582
S -1.378 0.644 0.905
C -1.312 -0.644 -0.439
H 0.027 2.580 0.631
H 0.851 1.211 1.405
H 0.662 1.170 -0.351
H -2.314 -0.733 -0.848
H -0.811 -1.464 0.050
H -0.635 -0.377 -1.249
```

=====

Least stable structure: w

=====

w.
This record from OMol25 describes a single C3H4O4 molecule. The level of theory is ωB97M-V/def2-TZVPD.

As for the spin multiplicity: 1. For the HOMO energy, the calculation gives -8.8 eV.

XYZ file:
```
11
C3H4O4 (ωB97M-V/def2-TZVPD)
C -1.733 0.565 0.039
C -0.523 -0.259 0.270
C 0.931 0.111 -0.115
O -1.466 -0.576 -0.692
O -0.057 -1.122 1.131
O 1.704 0.868 0.617
O 1.574 -0.723 -0.829
H -2.510 0.399 0.660
H -1.593 1.439 -0.475
H 2.657 0.707 0.603
H 1.014 -1.408 -1.208
```

=====

x.
This record from OMol25 describes a single C3H4O4 molecule. The level of theory is ωB97M-V/def2-TZVPD.

As for the spin multiplicity: 1. For the HOMO energy (spin up / spin down), the calculation gives -9.5 / -9.5 eV.

XYZ file:
```
11
C3H4O4 (ωB97M-V/def2-TZVPD)
C 1.230 0.735 0.029
C -0.929 -0.357 0.121
C 0.099 1.034 0.486
O 0.177 -1.061 -0.655
O 2.418 0.661 -0.434
O -1.808 0.167 -0.826
O -1.366 -0.992 1.087
H 2.937 -0.032 0.011
H 0.255 -1.916 -0.204
H -2.681 -0.148 -0.551
H -0.330 1.910 0.936
```

=====

Least stable structure: x

=====

w.
This record from OMol25 describes 7 unconnected molecules or ions with the total composition C15H46N8O9. The level of theory is ωB97M-V/def2-TZVPD.

Its structure (SMILES) is COCCNCCOC.COCCNCCOC.NC(N)=O.NC(N)=O.NC(N)=O.O.O. As for the spin multiplicity: 1. For the HOMO energy, the calculation gives -9.1 eV.

XYZ file:
```
78
C15H46N8O9 (ωB97M-V/def2-TZVPD)
C 19.862 15.152 -8.907
O 19.777 15.393 -7.520
C 18.469 15.594 -6.983
C 18.757 15.953 -5.540
N 19.128 14.757 -4.814
C 19.092 14.906 -3.350
C 19.641 13.670 -2.594
O 20.966 13.415 -3.012
C 21.965 14.067 -2.264
H 19.836 16.099 -9.454
H 19.092 14.479 -9.295
H 20.768 14.643 -9.240
H 17.768 14.757 -7.045
H 17.953 16.407 -7.505
H 17.856 16.415 -5.137
H 19.485 16.769 -5.490
H 20.023 14.429 -5.155
H 18.132 15.283 -2.999
H 19.814 15.713 -3.183
H 19.075 12.803 -2.946
H 19.512 13.704 -1.510
H 21.980 15.138 -2.511
H 22.935 13.748 -2.643
H 21.831 13.965 -1.186
C 14.610 14.912 -6.284
O 14.617 16.089 -5.499
C 14.165 17.222 -6.183
C 14.277 18.542 -5.393
N 15.527 18.573 -4.643
C 15.471 19.445 -3.471
C 16.502 19.070 -2.448
O 17.775 19.279 -3.068
C 18.838 19.272 -2.178
H 15.111 14.964 -7.254
H 13.574 14.600 -6.447
H 15.058 14.053 -5.786
H 13.105 17.203 -6.466
H 14.711 17.263 -7.132
H 13.418 18.719 -4.736
H 14.243 19.344 -6.136
H 15.853 17.631 -4.495
H 14.488 19.644 -3.022
H 15.654 20.458 -3.848
H 16.328 18.035 -2.131
H 16.528 19.730 -1.576
H 18.706 18.649 -1.288
H 19.048 20.295 -1.833
H 19.763 18.964 -2.670
N 14.188 10.973 -5.634
C 13.266 10.403 -4.815
N 13.288 10.937 -3.561
O 12.355 9.695 -5.224
H 14.922 11.504 -5.192
H 14.436 10.609 -6.537
H 12.565 10.601 -2.951
H 13.936 11.668 -3.321
N 22.108 10.809 -8.110
C 20.871 11.221 -8.552
N 20.307 12.062 -7.638
O 20.419 11.081 -9.679
H 22.675 10.284 -8.751
H 22.425 11.117 -7.217
H 20.841 12.232 -6.812
H 19.386 12.442 -7.760
N 15.777 13.495 -1.135
C 15.532 13.762 -2.427
N 15.172 15.039 -2.725
O 15.615 12.904 -3.319
H 15.639 14.283 -0.526
H 16.094 12.602 -0.810
H 15.164 15.705 -1.971
H 14.967 15.403 -3.645
O 17.473 10.617 -7.505
H 18.143 10.031 -7.142
H 17.309 11.264 -6.804
O 17.349 12.704 -5.529
H 16.709 12.752 -4.797
H 18.009 13.409 -5.350
```

=====

x.
This record from OMol25 describes 7 unconnected molecules or ions with the total composition C15H46N8O9. The level of theory is ωB97M-V/def2-TZVPD.

Its structure (SMILES) is COCCNCCOC.COCCNCCOC.NC(N)=O.NC(N)=O.NC(N)=O.O.O. As for the spin multiplicity: 1. For the HOMO energy, the calculation gives -8.4 eV.

XYZ file:
```
78
C15H46N8O9 (ωB97M-V/def2-TZVPD)
C -8.190 5.688 -0.024
O -7.224 5.122 -0.900
C -6.247 4.393 -0.277
C -4.873 4.497 -1.094
N -4.764 3.460 -2.099
C -3.455 3.540 -2.827
C -2.295 3.136 -1.824
O -1.075 2.919 -2.497
C -0.049 3.943 -2.073
H -8.987 5.843 -0.751
H -7.761 6.647 0.266
H -8.589 5.133 0.825
H -6.650 3.381 -0.317
H -6.197 4.592 0.793
H -4.116 4.535 -0.311
H -4.746 5.397 -1.696
H -5.628 3.333 -2.605
H -3.393 4.574 -3.166
H -3.399 2.771 -3.597
H -2.506 2.188 -1.327
H -2.225 3.746 -0.923
H -0.460 4.949 -2.157
H 0.745 3.879 -2.817
H 0.365 3.723 -1.088
C -1.442 0.549 4.500
O -2.785 0.973 4.781
C -3.668 -0.105 4.817
C -5.003 0.362 5.549
N -5.082 0.034 6.960
C -6.284 0.444 7.656
C -6.558 1.940 7.677
O -7.207 2.331 6.467
C -7.688 3.668 6.531
H -1.470 -0.191 3.700
H -1.009 0.193 5.435
H -0.968 1.511 4.300
H -3.168 -0.970 5.252
H -3.712 -0.287 3.743
H -5.849 -0.155 5.096
H -5.120 1.446 5.516
H -4.280 0.323 7.503
H -6.234 0.206 8.718
H -7.147 -0.163 7.383
H -5.652 2.529 7.821
H -7.187 2.297 8.492
H -8.752 3.725 6.299
H -7.178 4.447 5.965
H -7.749 3.952 7.582
N 2.412 -4.556 -1.369
C 3.422 -4.689 -2.199
N 3.805 -3.623 -2.725
O 4.036 -5.665 -2.453
H 2.360 -3.613 -1.011
H 1.974 -5.265 -0.798
H 4.501 -3.804 -3.434
H 3.045 -3.053 -3.068
N 11.033 -8.678 -3.690
C 12.110 -8.630 -2.953
N 12.905 -9.623 -3.197
O 12.452 -7.862 -2.037
H 11.062 -9.524 -4.240
H 10.196 -8.113 -3.697
H 12.565 -10.374 -3.781
H 13.597 -9.901 -2.516
N 8.988 -0.644 -4.151
C 9.355 -1.217 -3.044
N 9.760 -2.473 -3.230
O 9.068 -0.661 -1.956
H 8.965 -1.154 -5.023
H 8.401 0.167 -4.024
H 9.774 -3.083 -2.425
H 9.976 -2.863 -4.136
O 6.498 -3.672 -7.728
H 7.114 -3.516 -8.444
H 5.734 -4.065 -8.149
O 2.343 -0.378 -6.674
H 3.271 -0.353 -6.904
H 2.189 0.442 -6.205
```

=====

Least stable structure: x

=====

w.
This record from OMol25 describes 2 unconnected molecules or ions with the total composition C3H10NO. The level of theory is ωB97M-V/def2-TZVPD.

As for the spin multiplicity: 1. For the HOMO energy, the calculation gives -2.6 eV. Its total charge is -1.

XYZ file:
```
15
C3H10NO (ωB97M-V/def2-TZVPD)
C 2.609 0.765 0.017
O 1.458 -0.016 0.150
H 3.114 1.033 0.977
H 3.374 0.230 -0.567
H 2.310 1.661 -0.552
C -1.434 0.141 1.085
N -1.103 0.207 -0.352
C -1.577 -1.027 -0.942
H -2.512 0.188 1.248
H -0.926 -0.739 1.486
H -1.010 1.040 1.559
H -0.025 0.223 -0.361
H -1.021 -1.281 -1.858
H -2.643 -0.964 -1.152
H -1.466 -1.954 -0.342
```

=====

x.
This record from OMol25 describes 2 unconnected molecules or ions with the total composition C3H10NO. The level of theory is ωB97M-V/def2-TZVPD.

As for the spin multiplicity: 1. For the HOMO energy, the calculation gives -1.7 eV. Its total charge is -1.

XYZ file:
```
15
C3H10NO (ωB97M-V/def2-TZVPD)
C 1.021 0.687 -2.003
O 1.334 0.721 -3.312
H 0.611 1.584 -1.473
H 1.792 0.254 -1.325
H 0.087 -0.038 -1.905
C -1.570 -0.717 0.382
N -0.837 -0.127 1.571
C 0.622 -0.105 1.568
H -0.825 -1.545 0.036
H -1.582 0.109 -0.420
H -2.553 -1.095 0.496
H -1.147 0.835 1.714
H 1.015 0.798 1.238
H 1.154 -0.353 2.591
H 0.879 -1.011 0.841
```

=====

y.
This record from OMol25 describes 2 unconnected molecules or ions with the total composition C3H10NO. The level of theory is ωB97M-V/def2-TZVPD.

As for the spin multiplicity: 1. For the HOMO energy, the calculation gives -2.2 eV. Its total charge is -1.

XYZ file:
```
15
C3H10NO (ωB97M-V/def2-TZVPD)
C 2.523 -0.598 -0.393
O 2.071 -1.026 0.793
H 2.057 -1.153 -1.277
H 2.344 0.528 -0.361
H 3.674 -0.774 -0.541
C -2.329 0.642 -0.149
C -0.774 0.629 -0.073
N -0.536 -0.442 0.927
H -2.908 0.763 0.823
H -2.722 1.240 -0.987
H -2.601 -0.371 -0.303
H -0.545 0.165 -1.008
H -0.228 1.447 -0.051
H 0.338 -0.966 0.730
H -0.365 -0.085 1.870
```

=====

Least stable structure: x

=====

w.
This record from OMol25 describes a single CH2N4 molecule. The level of theory is ωB97M-V/def2-TZVPD.

Its structure (SMILES) is c1nnn[nH]1. As for the spin multiplicity: 1. For the HOMO energy, the calculation gives -10.6 eV.

XYZ file:
```
7
CH2N4 (ωB97M-V/def2-TZVPD)
C -0.532 -0.343 0.406
N 0.534 -0.306 1.251
N 1.496 0.016 0.446
N 1.115 0.355 -0.674
N -0.142 0.060 -0.780
H -1.515 -0.229 0.686
H -0.956 0.446 -1.335
```

=====

x.
This record from OMol25 describes a single CH2N4 molecule. The level of theory is ωB97M-V/def2-TZVPD.

Its structure (SMILES) is c1nnn[nH]1. As for the spin multiplicity: 1. For the HOMO energy, the calculation gives -10.8 eV.

XYZ file:
```
7
CH2N4 (ωB97M-V/def2-TZVPD)
C -0.453 0.976 -0.018
N 0.824 0.810 0.016
N 1.067 -0.479 -0.024
N -0.069 -1.129 0.034
N -1.017 -0.233 -0.028
H -0.937 1.963 0.090
H -1.975 -0.602 0.031
```

=====

y.
This record from OMol25 describes a single CH2N4 molecule. The level of theory is ωB97M-V/def2-TZVPD.

Its structure (SMILES) is c1nnn[nH]1. As for the spin multiplicity: 1. For the HOMO energy, the calculation gives -10.4 eV.

XYZ file:
```
7
CH2N4 (ωB97M-V/def2-TZVPD)
C 0.814 0.106 -0.068
N 0.522 1.165 0.796
N -0.783 0.977 1.077
N -1.356 0.087 0.207
N -0.370 -0.600 -0.407
H 1.685 -0.117 -0.690
H -0.512 -1.616 -0.915
```

=====

Least stable structure: y

=====

w.
This record from OMol25 describes a gas-phase ion, C5H8NO2 (charge -1). The level of theory is ωB97M-V/def2-TZVPD.

Its structure (SMILES) is O=C([O-])[C@@H]1CCCN1. As for the spin multiplicity: 1. For the HOMO energy, the calculation gives -3.6 eV. Its total charge is -1.

XYZ file:
```
16
C5H8NO2 (ωB97M-V/def2-TZVPD)
O 1.182 2.045 -0.328
C 0.599 1.382 -1.193
O 0.119 1.667 -2.255
C 0.498 -0.057 -0.990
C -1.054 -0.086 -0.558
C -0.912 -0.073 0.999
C 0.336 -1.017 1.233
N 1.296 -0.548 0.164
H 0.700 -0.669 -1.900
H -1.665 0.784 -0.865
H -1.770 -0.837 -0.989
H -0.449 0.825 1.560
H -1.790 -0.274 1.610
H 0.013 -2.004 0.849
H 0.813 -1.128 2.186
H 2.083 -0.011 0.478
```

=====

x.
This record from OMol25 describes a molecular structure, C5H8NO2. The level of theory is ωB97M-V/def2-TZVPD.

As for the spin multiplicity: 1. For the HOMO energy, the calculation gives -1.9 eV. Its total charge is -1.

XYZ file:
```
16
C5H8NO2 (ωB97M-V/def2-TZVPD)
C 1.283 -0.797 0.892
C 1.674 0.396 -0.686
C -0.994 0.230 -0.385
C 0.424 0.181 0.096
C -2.141 -0.554 0.056
N -0.468 1.340 0.477
O -0.093 2.521 -0.024
O 2.428 -0.417 0.157
H 1.346 -0.433 1.925
H 1.131 -1.955 0.949
H 1.762 0.200 -1.795
H 2.054 1.343 -0.516
H -0.894 0.287 -1.545
H -2.724 -0.922 -0.900
H -2.918 -0.030 0.655
H -1.869 -1.390 0.643
```

=====

Least stable structure: x